Below is a 2-piece molecular cluster, C6H12N2 overall, with properties calculated with ωB97M-V with the def2-TZVPD basis set.

Element x y z (Å)
C1 -1.63410 -1.82856 1.70468
C2 -0.51900 -1.54281 0.79103
C3 0.04403 -0.32223 0.36717
N1 1.00193 -0.52770 -0.57136
C4 1.17937 -1.92899 -0.58406
N2 0.25329 -2.58473 0.21053
H1 -1.36011 -2.58997 2.37805
H2 -2.51547 -1.88602 1.03226
H3 -1.83121 -0.88973 2.34487
H4 -0.38139 0.65542 0.59872
H5 1.71169 0.01530 -0.90077
H6 2.02894 -2.44141 -1.01970
C5 -0.10678 3.44006 -0.08810
C6 0.01168 3.56372 -1.62682
H7 -0.90422 3.99310 0.30366
H8 -0.36747 2.42238 0.17600
H9 0.83598 3.74760 0.52774
H10 0.40361 2.63178 -1.99406
H11 0.62057 4.28708 -2.08950
H12 -0.87866 3.55420 -2.21478

Properties
Charge: 0
Lowest unoccupied orbital energy in Eh: 0.0320
E_HOMO in eV: -8.4
Spin multiplicity: 1
ΔE to the lowest compared entry with this formula, charge and spin in kcal/mol: 31.5
HOMO-LUMO gap in hartree: 0.33902
SMILES: Cc1c[nH]cn1.CC

Below is a 2-piece molecular cluster, C6H12N2 overall, with properties calculated with ωB97M-V with the def2-TZVPD basis set.

Element x y z (Å)
C1 -2.31104 -1.39366 -0.71975
C2 -1.63415 -0.10791 -1.04586
C3 -1.34666 0.94303 -0.22232
N1 -0.79406 1.89741 -1.03748
C4 -0.66337 1.34746 -2.27797
N2 -1.16817 0.15092 -2.30822
H1 -1.74497 -2.21287 -1.17415
H2 -3.33242 -1.44721 -1.09027
H3 -2.33610 -1.58368 0.34969
H4 -1.27474 0.99902 0.85305
H5 -0.28588 2.70359 -0.70834
H6 -0.29500 1.99767 -3.05335
C5 1.53404 -0.04224 1.31699
C6 2.77642 -0.76481 1.83266
H7 1.73993 0.63912 0.48988
H8 0.79109 -0.73060 0.92838
H9 1.11579 0.62570 2.07123
H10 2.57795 -1.12825 2.84397
H11 3.70564 -0.21976 1.71288
H12 2.94569 -1.67294 1.23898

Properties
Charge: 0
Lowest unoccupied orbital energy in Eh: 0.0313
E_HOMO in eV: -8.6
Spin multiplicity: 1
ΔE to the lowest compared entry with this formula, charge and spin in kcal/mol: 5.7
HOMO-LUMO gap in hartree: 0.34655
SMILES: Cc1c[nH]cn1.CC

Below is a 2-piece molecular cluster, C6H12N2 overall, with properties calculated with ωB97M-V with the def2-TZVPD basis set.

Element x y z (Å)
C1 -2.30877 0.10449 -0.12079
C2 -1.13154 0.98064 0.13255
C3 -0.00573 1.20487 -0.72271
N1 0.61645 2.34682 -0.17797
C4 -0.11447 2.71691 0.96725
N2 -1.18189 1.96719 1.11477
H1 -2.85627 0.59617 -0.94241
H2 -3.09099 0.19734 0.67171
H3 -2.10919 -0.98229 -0.24069
H4 0.13732 0.58794 -1.57327
H5 1.36452 2.88932 -0.45205
H6 0.05369 3.63609 1.72061
C5 1.77169 -2.20029 -0.65403
C6 0.84664 -1.75774 0.47390
H7 1.52912 -1.86581 -1.60390
H8 2.78208 -2.07464 -0.36147
H9 1.67805 -3.31255 -0.59953
H10 1.25471 -1.75508 1.51644
H11 0.20587 -2.58031 0.64654
H12 0.55869 -0.69906 0.20507

Properties
Charge: 0
Lowest unoccupied orbital energy in Eh: 0.0352
E_HOMO in eV: -8.3
Spin multiplicity: 1
ΔE to the lowest compared entry with this formula, charge and spin in kcal/mol: 42.4
HOMO-LUMO gap in hartree: 0.34130
SMILES: Cc1c[nH]cn1.CC

Which of these has the highest HOMO-LUMO gap?
number 2

Which of these has the lowest E_HOMO?
number 2